Entry 1:
{
  "formula": "C5H10O",
  "method": "wB97M-V/def2-TZVPD",
  "total_energy_ha": -271.70847,
  "de_lowest_kcal_mol": 27.70,
  "lumo_energy_ha": 0.0356,
  "charge": 0,
  "gap_ha": 0.39104,
  "fmax_ev_per_a": 0.3,
  "symbols": ["C", "C", "C", "C", "C", "O", "H", "H", "H", "H", "H", "H", "H", "H", "H", "H"],
  "xyz": [[0.6476, 2.0965, -0.1454], [-0.2646, 0.8909, -0.3668], [0.1427, -0.2989, 0.4923], [-0.8750, -1.3298, 0.9155], [0.1614, -1.6926, -0.0887], [-0.3009, -1.8930, -1.3912], [1.6943, 1.8455, -0.3552], [0.5892, 2.4395, 0.8943], [0.3680, 2.9352, -0.7922], [-1.3011, 1.1754, -0.1476], [-0.2534, 0.6052, -1.4268], [0.9304, -0.0930, 1.2172], [-0.8161, -1.7574, 1.9123], [-1.8813, -1.2029, 0.5243], [0.9634, -2.3640, 0.2217], [0.3966, -1.6099, -1.9966]]
}

Entry 2:
{
  "formula": "C5H10O",
  "method": "wB97M-V/def2-TZVPD",
  "total_energy_ha": -271.68924,
  "de_lowest_kcal_mol": 39.77,
  "lumo_energy_ha": 0.0323,
  "charge": 0,
  "gap_ha": 0.39019,
  "fmax_ev_per_a": 0.5,
  "symbols": ["C", "O", "C", "C", "C", "C", "H", "H", "H", "H", "H", "H", "H", "H", "H", "H"],
  "xyz": [[-1.9254, -1.0480, -1.2497], [-1.9372, -2.2477, -1.1599], [0.7532, -1.5489, 0.7236], [1.2363, -0.3888, 0.2889], [0.8831, 0.9520, 0.8713], [0.0448, 1.7944, -0.0957], [-0.8552, 1.2487, -0.3981], [-1.3909, -0.5181, -2.0632], [-2.4576, -0.3961, -0.5270], [0.0673, -1.5980, 1.5683], [1.0101, -2.4934, 0.2517], [1.9123, -0.3808, -0.5688], [1.8005, 1.5004, 1.1230], [0.3337, 0.8052, 1.8095], [-0.2763, 2.7333, 0.3661], [0.6072, 2.0387, -1.0040]]
}

Entry 3:
{
  "formula": "C5H10O",
  "method": "wB97M-V/def2-TZVPD",
  "total_energy_ha": -271.70485,
  "de_lowest_kcal_mol": 29.97,
  "lumo_energy_ha": 0.0395,
  "charge": 0,
  "gap_ha": 0.39527,
  "fmax_ev_per_a": 0.5,
  "symbols": ["C", "C", "C", "O", "C", "C", "H", "H", "H", "H", "H", "H", "H", "H", "H", "H"],
  "xyz": [[1.5838, -0.8185, 0.5224], [1.3887, 0.6607, 0.3501], [1.2444, 1.2648, -0.8259], [-1.4790, -0.0538, -1.8359], [-1.6861, 0.2888, -0.6958], [-1.9213, -0.6710, 0.4401], [0.9366, -1.2181, 1.3123], [2.6172, -1.0480, 0.8101], [1.3603, -1.3545, -0.4063], [1.3691, 1.2590, 1.2621], [1.2345, 0.6993, -1.7556], [1.1028, 2.3394, -0.9088], [-1.7469, 1.3641, -0.4258], [-3.0032, -0.7556, 0.5998], [-1.4770, -0.3000, 1.3696], [-1.5237, -1.6567, 0.1877]]
}

Entry 4:
{
  "formula": "C5H10O",
  "method": "wB97M-V/def2-TZVPD",
  "total_energy_ha": -271.73354,
  "de_lowest_kcal_mol": 11.97,
  "lumo_energy_ha": 0.0367,
  "charge": 0,
  "gap_ha": 0.39363,
  "fmax_ev_per_a": 0.9,
  "symbols": ["O", "C", "C", "C", "C", "C", "H", "H", "H", "H", "H", "H", "H", "H", "H", "H"],
  "xyz": [[2.4731, 0.5751, 0.3126], [1.4132, 0.4250, -0.2351], [0.6883, -0.8884, -0.3006], [-0.5291, -0.9374, 0.6523], [-1.4453, 0.2814, 0.5498], [-2.0471, 0.5526, -0.8193], [0.9095, 1.2826, -0.7163], [1.3937, -1.6861, -0.1063], [0.2722, -0.9873, -1.3082], [-0.1407, -0.9818, 1.6739], [-1.0953, -1.8134, 0.3528], [-0.9198, 1.1863, 0.8568], [-2.2483, 0.1478, 1.2849], [-2.7794, 1.3644, -0.7741], [-2.6056, -0.2951, -1.2523], [-1.2801, 0.7858, -1.5663]]
}

Entry 5:
{
  "formula": "C5H10O",
  "method": "wB97M-V/def2-TZVPD",
  "total_energy_ha": -271.66618,
  "de_lowest_kcal_mol": 54.24,
  "lumo_energy_ha": 0.0405,
  "charge": 0,
  "gap_ha": 0.38530,
  "fmax_ev_per_a": 2.7,
  "symbols": ["C", "O", "C", "C", "C", "C", "H", "H", "H", "H", "H", "H", "H", "H", "H", "H"],
  "xyz": [[-1.9455, -1.6391, 0.3113], [-1.3271, -0.7538, 1.1763], [-0.5552, 0.2206, 0.5719], [1.9920, 1.8764, -0.2935], [1.0806, 1.0517, -0.8108], [0.7347, -0.2473, -0.1921], [-2.4113, -2.3456, 0.9917], [-1.2346, -2.1643, -0.3460], [-2.7040, -1.1233, -0.2979], [-1.2996, 0.8382, -0.1348], [2.6092, 1.5191, 0.5143], [2.1780, 2.8212, -0.7700], [0.4698, 1.4308, -1.6138], [0.5762, -1.0274, -0.9362], [-0.0217, 0.5777, 1.4766], [1.6014, -0.6265, 0.4149]]
}

Entry 6:
{
  "formula": "C5H10O",
  "method": "wB97M-V/def2-TZVPD",
  "total_energy_ha": -271.64318,
  "de_lowest_kcal_mol": 68.67,
  "lumo_energy_ha": 0.0285,
  "charge": 0,
  "gap_ha": 0.37654,
  "fmax_ev_per_a": 1.8,
  "symbols": ["C", "C", "C", "C", "C", "O", "H", "H", "H", "H", "H", "H", "H", "H", "H", "H"],
  "xyz": [[1.3608, 0.3078, -1.0171], [0.4726, -0.1729, 0.1850], [0.7753, 0.6764, 1.3826], [-1.4906, -0.4292, 0.3932], [-1.8087, -0.5954, -1.0275], [-0.9420, -0.8904, -1.8201], [2.4246, 0.2401, -0.6962], [1.2145, 1.3618, -1.2759], [1.2870, -0.2889, -1.9288], [0.6949, -1.2386, 0.3040], [0.1181, 0.3881, 2.2004], [1.8221, 0.5983, 1.6960], [0.5776, 1.7217, 1.1188], [-1.3084, -1.3425, 0.9519], [-2.3729, 0.0310, 0.9395], [-2.8251, -0.3673, -1.4059]]
}

Highest occupied orbital energy
In order: -9.67; -9.74; -9.68; -9.71; -9.38; -9.47
Unit: eV